Entry 1:
Molecular formula: C41H53As3NO8RbS3
Method: DFT, ωB97M-V/def2-TZVPD

Output
**HOMO**: -0.92 eV
**Charge**: -2
**HOMO-LUMO gap**: 0.154 Eh

Atoms and positions in Å:
C1 1.23 -5.77 5.52
H1 -7.97 -4.04 -2.47
C2 4.37 3.52 0.12
O1 2.10 1.18 0.61
H2 -2.71 -5.06 -0.77
C3 -7.63 -0.23 -1.74
H3 6.18 0.94 1.97
H4 -3.79 2.60 -1.79
H5 -9.20 -2.91 -1.88
H6 -5.97 -2.07 -0.16
O2 3.11 -0.49 -1.69
N1 5.18 1.87 -6.86
H7 2.55 2.21 -7.06
C4 0.46 -2.73 2.58
C5 4.05 -0.32 -2.50
H8 0.45 6.32 1.55
H9 -4.96 -1.83 -3.81
H10 -4.44 0.14 -2.50
O3 -0.59 3.53 -1.28
C6 -0.33 -3.36 -1.75
C7 -8.13 -3.09 -1.96
C8 0.63 2.73 2.96
H11 2.11 1.94 2.84
S1 0.38 4.48 -0.65
C9 0.45 2.93 1.60
H12 4.08 1.89 -1.32
H13 -2.60 -0.72 1.49
C10 3.54 2.33 4.42
C11 -2.30 -4.46 0.04
C12 -3.11 -2.52 -2.11
H14 -7.08 0.67 -2.01
H15 -3.27 -3.51 -2.55
H16 0.07 -2.57 -2.40
H17 0.74 1.72 3.35
H18 0.63 -2.48 5.10
H19 0.82 1.47 -5.41
H20 -3.02 3.01 -0.25
H21 1.80 2.69 -0.99
C13 -3.64 2.27 -0.76
C14 0.79 -3.53 4.87
C15 -4.46 -1.88 -1.72
C16 1.23 -6.13 4.19
C17 0.40 4.22 1.11
H22 3.00 5.12 0.48
H23 -2.78 1.03 1.72
C18 2.01 3.75 -0.87
H24 -3.02 -4.38 0.85
H25 6.86 1.70 4.22
C19 2.82 1.69 -6.15
C20 0.48 5.32 1.96
C21 2.95 4.04 0.30
C22 5.83 1.78 3.92
H26 5.17 2.58 5.80
C23 4.14 1.41 -5.88
As1 -2.74 0.52 -0.75
C24 1.87 1.27 -5.23
H27 -2.63 -1.90 -2.88
C25 3.15 1.92 3.15
C26 0.70 3.82 3.82
H28 2.79 2.69 5.12
As2 -7.32 -1.66 -3.04
C27 4.56 0.76 -4.74
C28 4.87 2.27 4.80
H29 4.92 4.10 -0.62
H30 -5.17 0.00 -0.92
O4 5.27 -0.52 -2.39
C29 -5.42 -2.19 -2.89
H31 0.84 3.65 4.89
S2 3.57 0.84 0.67
H32 -4.19 0.06 1.30
H33 1.00 -4.13 6.93
H34 4.88 3.66 1.07
H35 -0.69 -4.18 -2.38
H36 -5.49 -3.28 -3.00
S3 1.10 -5.88 1.47
H37 5.60 0.55 -4.54
C30 0.77 -3.88 3.51
C31 -5.00 -2.51 -0.43
H38 -8.70 -0.01 -1.78
H39 -5.13 -3.59 -0.53
H40 -4.33 -2.34 0.42
H41 -7.69 -3.14 -0.96
C32 -3.12 0.17 1.15
H42 5.50 1.74 -0.31
C33 3.60 0.34 -3.82
O5 0.80 -1.55 2.95
As3 -1.79 -2.70 -0.62
H43 0.41 2.09 0.91
O6 -0.12 -2.98 1.50
Rb1 0.94 -0.98 0.39
C34 1.00 -4.44 5.89
H44 1.41 -6.52 6.28
H45 2.39 4.15 -1.81
C35 5.45 1.36 2.65
C36 -4.35 -0.35 -1.53
H46 -1.38 -4.91 0.44
H47 2.53 3.58 1.19
O7 4.81 2.46 -7.85
H48 -4.60 2.20 -0.25
O8 6.34 1.62 -6.60
H49 0.45 -3.74 -1.09
C37 0.62 5.11 3.33
H50 -7.36 -0.52 -0.72
H51 1.54 0.28 -3.34
C38 2.26 0.60 -4.08
C39 4.46 2.07 -0.31
C40 4.11 1.45 2.27
C41 1.01 -5.23 3.11
H52 1.43 -7.16 3.91
H53 0.68 5.96 4.00



Entry 2:
Molecular formula: C41H54CoN5O3PS2Te
Method: DFT, ωB97M-V/def2-TZVPD

Output
**HOMO (spin up / spin down)**: -7.16 / -7.17 eV
**Expectation value of S²**: 3.760
**HOMO-LUMO gap (spin up / spin down)**: 0.283 / 0.282 Eh
**Spin multiplicity**: 4

Atoms and positions in Å:
H1 3.18 1.80 -1.44
C1 -1.39 -1.15 -3.19
C2 3.23 0.88 -3.53
H2 0.82 3.71 3.22
H3 -1.83 -1.76 4.02
C3 0.16 -0.88 2.38
H4 -0.74 2.81 -0.58
C4 4.42 2.14 2.41
C5 4.15 4.88 2.02
H5 -4.76 2.68 1.35
C6 -0.36 1.01 0.68
H6 0.15 -3.34 3.96
C7 0.61 -1.77 -4.45
H7 5.97 -1.08 -3.02
H8 -2.39 3.67 -3.65
H9 6.81 0.88 -1.97
H10 -2.16 1.39 -2.64
C8 -3.45 1.76 2.83
H11 6.46 2.51 2.90
N1 1.41 0.98 -2.08
C9 -0.81 -1.32 -4.60
H12 -3.04 2.65 3.37
H13 4.29 1.00 -3.60
C10 -3.68 -4.86 2.26
H14 1.71 -2.40 3.50
P1 -3.57 0.29 -0.60
S1 -0.15 -4.82 0.43
C11 4.56 -1.38 0.00
C12 -1.10 -1.03 4.52
C13 0.06 -3.09 -0.07
C14 -3.13 1.83 -2.70
H15 0.19 4.37 1.05
H16 -4.24 1.29 3.49
C15 -2.96 3.34 -2.74
C16 5.53 3.00 2.59
C17 2.70 -0.45 -4.06
H17 3.29 0.11 -1.56
C18 -1.73 -4.50 1.02
H18 -2.50 3.76 -1.88
H19 -0.76 -0.35 -5.16
H20 1.11 -1.27 1.99
C19 0.67 0.06 -2.83
H21 0.81 -2.57 -3.79
H22 4.19 5.93 1.76
C20 5.69 -0.90 -1.98
H23 -3.44 -1.65 1.42
H24 -0.99 -1.33 5.50
C21 0.46 2.89 2.57
H25 -4.44 -5.55 2.69
H26 2.88 1.78 -4.02
C22 3.13 4.03 1.70
H27 3.11 -0.68 -5.09
H28 -2.30 -6.41 1.67
C23 6.27 0.18 -1.41
H29 1.20 -1.82 -5.41
C24 -2.02 -3.15 0.79
H30 6.37 1.54 0.21
O1 -4.38 0.72 0.73
C25 5.35 4.33 2.48
H31 2.36 4.33 1.09
H32 -1.42 0.04 4.57
O2 -3.98 1.49 -1.56
C26 -6.54 -1.97 -1.03
C27 -3.16 -2.68 1.48
C28 5.10 -0.25 0.61
H33 -6.06 0.04 -1.59
N2 0.20 -1.11 3.81
C29 -4.01 -3.51 2.19
C30 0.11 0.60 1.90
H34 6.15 5.06 2.66
H35 -2.71 0.93 2.73
C31 0.00 3.31 1.30
C32 4.84 -1.69 -1.30
H36 -0.66 -1.49 1.96
S2 1.50 -2.51 -0.73
Co1 -1.16 -0.36 -0.48
H37 -2.32 -0.63 -3.22
C33 2.88 1.00 -2.05
C34 -5.67 -0.94 -1.74
H38 1.09 0.94 -1.12
C35 -2.55 -5.39 1.68
N3 -0.55 -0.24 -2.40
C36 3.24 2.62 1.90
Te1 4.79 0.16 2.69
H39 1.00 1.21 3.80
H40 -7.52 -2.16 -1.45
H41 -3.94 3.88 -2.75
H42 2.61 1.89 1.56
C37 -3.92 1.99 1.35
H43 3.13 -1.20 -3.36
H44 -1.47 -1.97 -5.20
O3 -4.32 -1.00 -1.09
H45 -4.90 -3.22 2.66
N4 -1.09 -2.40 0.14
C38 0.77 -2.38 4.13
H46 4.33 -2.49 -1.80
H47 -6.06 -2.95 -1.06
C39 -0.33 2.36 0.38
C40 0.54 1.53 2.86
H48 1.05 -2.43 5.15
C41 5.97 0.53 -0.11
N5 1.25 -0.51 -3.95
H49 -1.67 -2.15 -2.73
H50 -5.51 -1.10 -2.80
H51 -6.80 -1.69 -0.03
H52 3.77 -1.95 0.44
H53 -3.21 2.37 0.62
H54 -3.69 1.40 -3.55



Entry 3:
Molecular formula: C41H55As3Cl3MnO3STe
Method: DFT, ωB97M-V/def2-TZVPD

Output
**HOMO (spin up / spin down)**: -2.91 / -2.91 eV
**Expectation value of S²**: 8.758
**Charge**: -1
**HOMO-LUMO gap (spin up / spin down)**: 0.168 / 0.166 Eh
**Spin multiplicity**: 6

Atoms and positions in Å:
H1 -0.47 -5.34 2.01
C1 -4.78 1.45 -4.22
C2 -3.45 3.45 -4.53
H2 -2.40 -3.93 0.22
C3 6.01 1.76 -3.12
H3 -0.49 2.20 -5.70
H4 2.06 2.16 -4.94
H5 -5.19 3.17 -8.31
C4 3.90 0.68 -1.64
H6 -6.63 2.39 -7.66
H7 -2.12 -1.62 -6.70
H8 1.52 -1.36 -4.46
H9 0.93 3.76 3.96
H10 -4.85 -3.87 0.37
Cl1 -1.19 4.73 5.60
C5 1.86 -0.90 3.34
C6 3.77 1.94 -2.22
As1 -0.03 -0.88 2.81
H11 2.17 0.11 3.59
C7 -3.77 2.31 -3.75
As2 -4.57 -3.39 2.86
H12 1.99 -1.55 4.21
H13 -2.23 -5.51 2.01
C8 -1.41 0.36 -6.28
H14 -3.34 3.57 4.09
C9 -2.38 4.44 -4.12
C10 -1.49 -3.45 2.12
C11 -2.41 3.33 3.60
C12 5.08 -0.03 -1.81
C13 6.14 0.50 -2.54
C14 -1.58 -3.31 0.59
H15 3.09 0.25 -1.06
H16 -5.40 -5.32 4.24
H17 2.58 3.72 -2.52
H18 6.82 2.18 -3.69
C15 -1.40 -4.94 2.43
C16 1.27 2.26 1.81
C17 -4.13 3.69 -5.72
H19 -6.22 1.05 -5.75
H20 -2.27 5.21 -4.87
H21 -2.76 -1.73 2.54
C18 2.49 2.73 -2.07
Cl2 1.53 -1.63 -0.19
H22 -6.36 4.12 -7.41
C19 -2.69 -2.78 2.85
H23 -0.06 -3.22 3.73
H24 4.71 3.44 -3.42
C20 0.65 0.51 -5.04
H25 -5.84 -4.93 1.38
C21 -5.87 3.15 -7.46
S1 1.02 2.01 -2.83
C22 -2.40 2.58 2.44
H26 5.17 -1.01 -1.36
O1 1.49 1.48 0.83
H27 -3.70 -5.63 3.81
H28 -3.87 4.56 -6.31
H29 -2.25 0.86 -6.76
H30 -1.38 -5.12 3.51
C23 -0.73 -0.53 4.60
C24 -0.20 -2.83 2.71
C25 0.71 -0.88 -5.00
C26 -5.14 2.84 -6.18
H31 -5.96 -0.34 -3.99
C27 -0.28 -1.64 -5.60
H32 -2.24 -3.07 -2.28
H33 -5.55 0.46 -2.46
C28 -4.85 -4.49 1.26
Te1 -2.78 1.94 -1.91
H34 -1.42 3.95 -3.96
H35 2.19 2.83 -1.03
H36 2.45 -1.26 2.50
H37 -2.63 4.91 -3.16
H38 2.56 0.70 -4.04
H39 0.66 -3.15 2.11
C29 0.00 3.43 3.53
H40 -4.32 -0.45 -3.30
H41 -0.23 -2.72 -5.55
C30 -4.41 -4.87 4.13
Mn1 0.06 0.15 0.14
H42 2.15 2.67 2.34
C31 -1.34 -1.02 -6.24
H43 -0.41 0.48 4.88
H44 -4.16 -2.28 -0.81
C32 -5.45 1.73 -5.41
O2 0.65 0.78 -2.02
As3 -1.82 -1.55 -0.29
C33 1.71 1.32 -4.33
H45 -0.34 -1.25 5.32
C34 -5.18 0.21 -3.45
C35 -1.19 3.76 4.12
H46 -2.47 -2.74 3.92
C36 -1.23 2.23 1.74
H47 7.06 -0.06 -2.66
H48 -4.14 -1.42 0.76
H49 -4.11 -4.48 5.10
C37 -3.76 -1.43 -0.26
C38 -0.42 1.12 -5.68
H50 -1.84 -1.40 -2.79
Cl3 -3.93 2.00 1.83
O3 -1.26 1.56 0.63
H51 -1.82 -0.54 4.60
H52 -4.04 -0.50 -0.75
H53 -4.13 -5.30 1.15
H54 -0.66 -3.70 0.15
C39 4.82 2.46 -2.96
C40 0.01 2.64 2.35
C41 -1.60 -2.21 -2.10
H55 -0.55 -2.48 -2.23



Entry 4:
Molecular formula: C41H55GeN4Se2Sr
Method: DFT, ωB97M-V/def2-TZVPD

Output
**HOMO**: -9.22 eV
**Charge**: +1
**HOMO-LUMO gap**: 0.256 Eh

Atoms and positions in Å:
H1 2.30 3.38 0.20
H2 4.33 -0.52 -4.93
C1 -2.36 3.32 1.22
C2 -2.10 -0.57 3.78
H3 1.51 -1.86 -1.87
H4 -1.09 -0.30 4.06
H5 -0.17 1.45 -5.73
C3 -2.59 4.72 3.64
C4 2.12 1.30 0.69
C5 -3.12 3.44 3.52
H6 -3.71 -3.38 0.28
C6 -3.86 -0.90 0.59
C7 2.61 -0.65 2.65
C8 -3.04 -0.89 4.74
C9 3.25 -0.60 -4.80
C10 0.88 2.73 2.34
C11 3.08 -0.83 1.34
H7 -2.82 -2.59 -3.99
C12 1.89 0.51 2.98
C13 -0.70 -2.93 -4.18
H8 1.57 3.50 2.71
C14 -2.17 -4.33 2.16
C15 -4.32 -1.23 4.33
H9 1.20 -2.62 2.28
H10 -1.58 6.31 2.61
C16 -3.60 -0.92 2.07
C17 0.43 0.86 -5.04
C18 1.51 0.82 4.41
H11 -3.63 2.98 4.36
H12 3.47 -1.10 -1.32
H13 2.62 0.37 -1.79
N1 -0.62 -2.73 1.33
H14 2.86 3.51 -4.96
H15 -2.31 -3.48 -0.77
H16 -3.83 -1.71 -2.01
C19 -1.84 -2.45 -3.55
C20 -0.19 3.27 -3.51
C21 -2.71 -2.98 0.11
H17 -5.58 -1.52 2.62
Sr1 -0.68 -0.07 0.46
C22 0.53 -2.73 -3.57
H18 4.58 -2.30 1.84
H19 4.24 2.49 -4.53
H20 0.95 2.60 -0.61
Se1 -2.14 2.37 -0.43
H21 -4.83 -1.37 0.37
H22 1.45 -3.10 -4.01
H23 0.70 -4.39 3.94
C23 2.82 0.13 0.35
Se2 -0.13 1.35 -3.23
H24 2.84 2.58 -3.45
H25 0.37 3.14 1.48
H26 3.77 -1.37 4.33
H27 3.05 -0.77 -3.74
C24 -1.97 5.31 2.54
C25 -2.91 -1.26 -1.60
N2 -2.78 -1.54 -0.16
C26 2.60 1.20 -7.35
C27 2.91 -1.68 3.72
H28 -3.92 0.15 0.26
Ge1 2.36 1.03 -5.42
H29 2.90 -1.46 -5.36
C28 -1.80 -3.35 1.27
C29 1.63 1.46 1.99
H30 2.12 2.11 -7.72
C30 -4.60 -1.25 2.98
C31 0.24 -3.13 2.27
C32 3.93 -2.04 1.01
H31 4.28 0.46 -1.21
H32 0.13 2.58 3.12
C33 -1.71 -1.78 -2.35
H33 4.57 -1.86 0.16
H34 2.07 -1.82 4.39
H35 1.74 0.02 5.10
H36 -2.67 5.26 4.57
H37 0.45 1.06 4.51
C34 -0.04 -4.11 3.20
H38 0.80 3.65 -3.75
H39 -0.77 -3.46 -5.12
C35 0.57 -2.04 -2.37
H40 2.16 0.35 -7.87
H41 3.15 -2.65 3.29
H42 -5.08 -1.48 5.06
H43 -1.55 -5.49 3.86
H44 3.32 -2.93 0.79
N3 -0.52 -1.57 -1.77
C36 3.32 -0.05 -1.06
C37 -3.01 2.75 2.32
C38 -1.86 4.61 1.35
C39 1.98 2.45 -0.28
H45 2.60 2.32 -1.17
C40 -1.28 -4.72 3.15
H46 -2.77 -0.86 5.79
H47 -2.99 -0.18 -1.73
H48 -1.38 5.08 0.49
H49 3.66 1.25 -7.61
H50 2.05 1.71 4.75
H51 -0.89 3.49 -4.32
C41 3.15 2.56 -4.49
H52 0.14 -0.18 -5.18
H53 -0.56 3.70 -2.59
H54 -3.45 1.77 2.23
N4 -2.37 -0.57 2.47
H55 -3.15 -4.79 2.09